[1]
ORCA calculation (ωB97M-V/def2-TZVPD) on a molecular structure, C20H43Cl20FP.

CARTESIAN COORDINATES (ANGSTROEM)
F (0.487545, -4.802307, 2.692605)
P (0.966537, -4.823416, 4.406694)
H (2.162227, -5.636137, 4.639467)
H (-0.129433, -5.318840, 5.216293)
H (1.306788, -3.488347, 4.871096)
Cl (-2.046678, -2.364257, -2.096156)
C (-1.788444, -3.554835, -0.797121)
C (-0.439658, -4.246950, -0.911697)
Cl (-0.352643, -5.322755, -2.328575)
H (-2.613684, -4.273538, -0.826407)
H (-1.846965, -3.008718, 0.149094)
H (-0.266075, -4.871269, -0.029648)
H (0.379558, -3.523968, -0.983086)
Cl (-4.208992, 2.615240, -4.546701)
C (-2.915382, 1.684353, -3.751920)
C (-3.391836, 1.014890, -2.472786)
Cl (-3.747933, 2.194951, -1.187048)
H (-2.076337, 2.361789, -3.563518)
H (-2.585416, 0.925812, -4.467971)
H (-2.610659, 0.352697, -2.086551)
H (-4.292232, 0.415492, -2.642849)
Cl (-1.463422, -4.547478, 4.466127)
C (-2.967056, -4.570130, 3.512069)
C (-3.682733, -3.228997, 3.535398)
Cl (-4.350754, -2.849682, 5.142364)
H (-3.602829, -5.372690, 3.899497)
H (-2.686852, -4.824271, 2.485479)
H (-4.526338, -3.245641, 2.838284)
H (-3.015979, -2.411222, 3.242832)
Cl (-2.876064, 0.533151, 7.141042)
C (-2.617829, -0.657427, 8.440077)
C (-1.269043, -1.349543, 8.325500)
Cl (-1.182028, -2.425348, 6.908622)
H (-3.443069, -1.376130, 8.410790)
H (-2.676350, -0.111311, 9.386291)
H (-1.095460, -1.973861, 9.207549)
H (-0.449829, -0.626560, 8.254111)
Cl (0.156373, -1.133758, 0.083975)
C (1.863647, -0.647876, -0.060190)
C (2.733688, -1.279640, 1.014650)
Cl (2.373294, -0.637829, 2.636582)
H (1.909633, 0.445296, -0.024533)
H (2.202073, -0.970058, -1.049461)
H (3.787603, -1.061690, 0.815465)
H (2.611176, -2.367301, 1.044592)
Cl (-0.197117, 1.446247, -5.885593)
C (-0.303671, 3.222653, -5.954019)
C (0.162587, 3.775259, -7.291406)
Cl (1.915333, 3.568693, -7.531578)
H (0.281955, 3.630071, -5.123679)
H (-1.353397, 3.483440, -5.789526)
H (-0.038635, 4.849994, -7.340070)
H (-0.354159, 3.294350, -8.128432)
Cl (3.778501, 1.525563, -1.935022)
C (3.295447, 2.696621, -3.186794)
C (2.339495, 3.749950, -2.650110)
Cl (0.745053, 3.068141, -2.243456)
H (2.854899, 2.140181, -4.020282)
H (4.212520, 3.174332, -3.544231)
H (2.169809, 4.519502, -3.409657)
H (2.738793, 4.237950, -1.754940)
Cl (-7.736855, 1.866124, -4.067007)
C (-7.309520, 2.846765, -2.643146)
C (-8.521129, 3.534091, -2.034080)
Cl (-9.175750, 4.808310, -3.092527)
H (-6.545968, 3.570377, -2.946107)
H (-6.861852, 2.166210, -1.912782)
H (-8.240226, 4.017950, -1.093395)
H (-9.325075, 2.821333, -1.822991)
Cl (5.767693, -2.040402, 6.921754)
C (5.284638, -0.869342, 5.669983)
C (4.328686, 0.183986, 6.206666)
Cl (2.734245, -0.497823, 6.613321)
H (4.844091, -1.425783, 4.836494)
H (6.201711, -0.391631, 5.312546)
H (4.159000, 0.953538, 5.447120)
H (4.727984, 0.671986, 7.101836)
Cl (5.715312, 3.250301, -5.962133)
C (7.340926, 2.629251, -5.583547)
C (7.294918, 1.250944, -4.943604)
Cl (6.598414, 1.291934, -3.304802)
H (7.840217, 3.357355, -4.936255)
H (7.889946, 2.582242, -6.528722)
H (8.309571, 0.852374, -4.845947)
H (6.709471, 0.547070, -5.544207)

Forces on atoms 1 to 3 (eV/Å):
F 2.350 -0.339 4.579
P 0.610 0.269 -2.367
H -0.889 0.667 -1.040

Calculated values
**Multiplicity**: 1
**Net charge**: +1
**Gap between HOMO and LUMO**: 6.30 eV
**Total energy**: -10432.5848 hartree
**E_LUMO**: -5.291 eV
**Highest occupied orbital energy**: -11.6 eV

=====

[2]
ORCA calculation (ωB97M-V/def2-TZVPD) on C5H4N2 in the gas phase.

CARTESIAN COORDINATES (ANGSTROEM)
C (-2.318299, 1.537958, 0.396944)
C (-1.467799, 0.682197, 0.436312)
C (-0.315185, -0.099521, 0.258146)
C (0.980843, 0.162323, 0.650668)
C (1.748837, -0.744402, -0.097543)
N (0.996497, -1.497818, -0.894999)
N (-0.247853, -1.088656, -0.667186)
H (-2.468278, 2.445871, -0.127974)
H (1.290162, 0.939312, 1.335544)
H (2.820770, -0.875226, -0.090672)
H (-1.019696, -1.462040, -1.199239)

Forces on atoms 1 to 3 (eV/Å):
C 0.845 -0.240 -0.352
C -0.292 0.329 -0.036
C 0.201 -0.114 -0.061

Calculated values
**Energy relative to the best compared isomer or geometry (same formula, charge and spin)**: 56.8 kcal per mole
**Multiplicity**: 1
**Gap between HOMO and LUMO**: 9.67 eV
**SMILES**: C#Cc1ccn[nH]1
**Total energy**: -302.3378 hartree
**E_LUMO**: 0.535 eV
**Highest occupied orbital energy**: -9.1 eV

=====

[3]
ORCA calculation (ωB97M-V/def2-TZVPD) on a molecular structure, C2H3ClINO.

CARTESIAN COORDINATES (ANGSTROEM)
C (-0.372171, -1.397102, -0.081532)
C (1.590571, 0.425524, 1.129382)
N (-0.941179, -0.311363, -0.276305)
O (0.213775, -2.362602, -0.070718)
Cl (0.899045, 1.749307, 0.211606)
I (3.176747, -0.604140, -0.050484)
H (2.199666, 1.018441, 1.828671)
H (-0.384976, 0.918248, -0.103476)
H (-1.948786, 0.072693, -0.210662)

Forces on atoms 1 to 3 (eV/Å):
C -1.128 2.455 -0.273
C 0.995 -1.047 0.628
N -2.370 2.310 0.288

Calculated values
**Energy relative to the best compared isomer or geometry (same formula, charge and spin)**: 107.9 kcal per mole
**Multiplicity**: 1
**Gap between HOMO and LUMO**: 7.59 eV
**Total energy**: -965.7327 hartree
**E_LUMO**: 0.001 eV
**Highest occupied orbital energy**: -7.6 eV

=====

[4]
ORCA calculation (ωB97M-V/def2-TZVPD) on C20H23NO2S in the gas phase.

CARTESIAN COORDINATES (ANGSTROEM)
C (4.175052, 0.595026, 1.787668)
C (2.851282, 1.307813, 1.554946)
C (1.994746, 0.580570, 0.501389)
N (0.789351, 1.339255, 0.263396)
C (-0.479403, 1.009141, 0.601470)
O (-1.402280, 1.783909, 0.452518)
C (-0.666071, -0.401909, 1.153134)
S (-2.400914, -0.636046, 1.757907)
C (-3.212379, -1.078989, 0.229952)
C (-3.442855, -2.417529, -0.044233)
C (-4.039103, -2.773640, -1.240280)
C (-4.404513, -1.796061, -2.150976)
C (-4.183601, -0.459619, -1.862283)
C (-3.590966, -0.093728, -0.666296)
C (-0.346487, -1.481433, 0.167745)
C (0.036616, -2.742041, 0.612677)
C (0.255451, -3.765909, -0.289971)
C (0.088744, -3.543749, -1.646658)
C (-0.293524, -2.291871, -2.096507)
C (-0.511139, -1.265232, -1.196106)
C (1.081085, 2.696512, -0.158430)
C (1.959227, 3.382738, 0.897282)
C (2.382977, 4.774984, 0.455804)
O (3.133095, 2.622128, 1.124655)
H (4.734594, 0.547960, 0.857640)
H (4.001057, -0.412255, 2.154981)
H (4.762377, 1.146951, 2.515364)
H (2.273431, 1.352784, 2.496653)
H (1.772379, -0.433550, 0.823530)
H (2.559825, 0.531010, -0.437538)
H (-0.085736, -0.513303, 2.073628)
H (-3.148516, -3.168450, 0.673209)
H (-4.214322, -3.815980, -1.462587)
H (-4.865112, -2.077042, -3.086945)
H (-4.474373, 0.302816, -2.570186)
H (-3.400484, 0.941314, -0.428048)
H (0.150545, -2.919281, 1.673034)
H (0.551098, -4.741321, 0.067279)
H (0.252875, -4.345782, -2.350614)
H (-0.430689, -2.113337, -3.152510)
H (-0.820241, -0.292923, -1.550576)
H (0.136151, 3.226816, -0.277422)
H (1.614597, 2.664684, -1.114509)
H (1.383700, 3.441635, 1.838048)
H (3.015619, 5.222690, 1.216495)
H (1.508044, 5.399339, 0.301834)
H (2.948788, 4.710905, -0.469565)

Forces on atoms 1 to 3 (eV/Å):
C -0.372 0.328 -0.048
C 0.036 -0.565 -0.083
C 0.281 0.072 0.410

Calculated values
**Energy relative to the best compared isomer or geometry (same formula, charge and spin)**: 0.0 kcal per mole
**Multiplicity**: 1
**Gap between HOMO and LUMO**: 9.18 eV
**SMILES**: C[C@@H]1CN(C(=O)[C@@H](Sc2ccccc2)c2ccccc2)C[C@H](C)O1
**Total energy**: -1379.3609 hartree
**E_LUMO**: 0.632 eV
**Highest occupied orbital energy**: -8.5 eV